# C5H10O2

An isolated molecule of C5H10O2 at a distorted geometry (wB97M-V/def2-TZVPD, OMol25).

The SMILES is C[C@@H](O)CCC=O. As for the total charge: 0. As for the HOMO energy: -7.6 eV.

Cartesian coordinates (Å):
C (-2.37797, 0.01817, -0.17412)
C (-0.74787, -0.74001, -0.50885)
O (-0.80493, 0.51194, -1.27729)
C (0.28283, -0.75293, 0.64158)
C (1.74177, -0.33732, 0.29965)
C (1.94785, 1.14954, 0.16217)
O (1.09164, 1.95741, -0.12569)
H (-2.44372, -0.23957, 0.85233)
H (-2.68082, 1.11736, -0.26276)
H (-3.04931, -0.52054, -0.81616)
H (-0.38770, -1.51980, -1.25913)
H (-0.31118, 1.19219, -0.80750)
H (-0.08072, -0.09787, 1.44165)
H (0.33210, -1.76548, 1.06632)
H (2.05225, -0.80382, -0.64783)
H (2.46827, -0.69260, 1.05238)
H (2.96749, 1.52333, 0.36325)


# C11H23INO2OsP2

A structure of composition C11H23INO2OsP2 at a distorted geometry (wB97M-V/def2-TZVPD, OMol25).

The multiplicity is 5. As for the total charge: +3. As for the HOMO energy (alpha / beta): -19.0 / -19.0 eV.

Cartesian coordinates (Å):
Os (0.22937, 0.43385, 0.67863)
P (1.80923, -0.95428, 1.33895)
C (2.30521, -1.42273, -0.41237)
C (1.05831, -1.77921, -1.16274)
N (-0.07202, -1.21373, -0.69750)
C (-1.27759, -1.53977, -1.22418)
C (-1.32869, -2.33512, -2.36494)
C (-0.17939, -2.84914, -2.93050)
C (1.01382, -2.57194, -2.30173)
C (-2.49098, -0.92035, -0.58207)
P (-1.95104, 0.45224, 0.51177)
H (1.94475, -2.97129, -2.65556)
H (-2.29328, -2.48539, -2.81753)
H (-0.21926, -3.45760, -3.83001)
H (-3.18824, -0.53869, -1.34167)
H (-3.07264, -1.62421, 0.03911)
H (2.85614, -0.55319, -0.83706)
H (3.00305, -2.26422, -0.34346)
H (1.64326, 3.92375, -1.12884)
O (2.23611, 3.35469, -1.65638)
H (2.37543, 3.83725, -2.49622)
H (-1.20597, 4.71713, 1.04592)
O (-1.04388, 5.31173, 0.28980)
H (-1.47710, 6.14783, 0.55133)
C (-2.12102, 1.88113, -0.63515)
H (-3.11053, 1.84184, -1.10113)
H (-2.00679, 2.80083, -0.04997)
H (-1.32525, 1.83654, -1.38958)
C (-3.35579, 0.72415, 1.59254)
H (-3.16270, 1.65241, 2.13573)
H (-4.27179, 0.81439, 0.99391)
H (-3.42321, -0.11693, 2.28555)
C (1.92193, -2.53488, 2.22433)
H (2.86531, -3.04532, 1.97583)
H (1.90171, -2.29180, 3.29283)
H (1.07683, -3.18385, 1.97868)
C (3.36059, -0.20092, 1.88972)
H (3.24094, -0.00450, 2.95661)
H (4.19472, -0.88715, 1.71073)
H (3.49677, 0.73247, 1.34176)
I (0.04369, 1.28400, 3.12485)


Among the records above, which one has the lowest total charge?
C5H10O2


Repeat the second record exactly.
# C11H23INO2OsP2

A structure of composition C11H23INO2OsP2 at a distorted geometry (wB97M-V/def2-TZVPD, OMol25).

The multiplicity is 5. As for the total charge: +3. As for the HOMO energy (alpha / beta): -19.0 / -19.0 eV.

Cartesian coordinates (Å):
Os (0.22937, 0.43385, 0.67863)
P (1.80923, -0.95428, 1.33895)
C (2.30521, -1.42273, -0.41237)
C (1.05831, -1.77921, -1.16274)
N (-0.07202, -1.21373, -0.69750)
C (-1.27759, -1.53977, -1.22418)
C (-1.32869, -2.33512, -2.36494)
C (-0.17939, -2.84914, -2.93050)
C (1.01382, -2.57194, -2.30173)
C (-2.49098, -0.92035, -0.58207)
P (-1.95104, 0.45224, 0.51177)
H (1.94475, -2.97129, -2.65556)
H (-2.29328, -2.48539, -2.81753)
H (-0.21926, -3.45760, -3.83001)
H (-3.18824, -0.53869, -1.34167)
H (-3.07264, -1.62421, 0.03911)
H (2.85614, -0.55319, -0.83706)
H (3.00305, -2.26422, -0.34346)
H (1.64326, 3.92375, -1.12884)
O (2.23611, 3.35469, -1.65638)
H (2.37543, 3.83725, -2.49622)
H (-1.20597, 4.71713, 1.04592)
O (-1.04388, 5.31173, 0.28980)
H (-1.47710, 6.14783, 0.55133)
C (-2.12102, 1.88113, -0.63515)
H (-3.11053, 1.84184, -1.10113)
H (-2.00679, 2.80083, -0.04997)
H (-1.32525, 1.83654, -1.38958)
C (-3.35579, 0.72415, 1.59254)
H (-3.16270, 1.65241, 2.13573)
H (-4.27179, 0.81439, 0.99391)
H (-3.42321, -0.11693, 2.28555)
C (1.92193, -2.53488, 2.22433)
H (2.86531, -3.04532, 1.97583)
H (1.90171, -2.29180, 3.29283)
H (1.07683, -3.18385, 1.97868)
C (3.36059, -0.20092, 1.88972)
H (3.24094, -0.00450, 2.95661)
H (4.19472, -0.88715, 1.71073)
H (3.49677, 0.73247, 1.34176)
I (0.04369, 1.28400, 3.12485)